Below is 2 unconnected molecules or ions with the total composition C3H10N3O2, with properties calculated with ωB97M-V/def2-TZVPD.

```
18
Properties=species:S:1:pos:R:3:forces:R:3
C 1.15303 -1.02332 -1.18000 -0.297 0.423 0.307
O 0.35188 -0.25695 -0.37915 0.056 -0.214 -0.209
C 1.40656 -2.39780 -0.56624 0.110 -0.176 -0.076
N 2.24610 -3.24644 -1.42520 0.306 -0.078 0.011
H 0.70848 -1.18848 -2.18963 0.032 -0.083 -0.068
H 2.13715 -0.54999 -1.36929 0.121 -0.108 -0.067
H 1.93612 -2.25403 0.37764 -0.046 0.010 0.057
H 0.43014 -2.84459 -0.34282 -0.017 0.018 0.071
H 2.49226 -4.12219 -0.97693 -0.118 0.100 0.015
H 1.76665 -3.47947 -2.28248 -0.133 0.020 -0.099
N -0.45834 1.29264 1.66131 -0.109 -0.082 -0.276
C -1.42490 2.00194 0.99467 0.127 -0.716 -0.095
N -1.73725 1.42423 -0.20675 0.337 -0.252 0.283
O -1.99195 2.99198 1.45642 -0.037 0.315 0.042
H 0.08299 0.60652 1.09283 -0.049 0.271 0.246
H -0.06790 1.74454 2.46302 0.082 0.076 0.090
H -2.29587 1.97917 -0.81725 -0.148 0.171 -0.210
H -1.05056 0.70994 -0.55417 -0.217 0.307 -0.021
```
Forces are in eV/Å.

Computed properties:
Total charge: -1
ΔE to the lowest compared entry with this formula, charge and spin in kcal/mol: 15.2
Frontier orbital gap in eV: 7.745
LUMO level in eV: 3.96